--- A ---
Density functional theory data (ωB97M-V/def2-TZVPD) for a structure of composition C4H3NO2S.

```
! wB97M-V def2-TZVPD RIJCOSX def2/J DEFGRID3
* xyz 0 1
S 1.883 0.382 -0.268
O 0.240 -2.161 1.225
O -2.243 0.103 -2.184
N 1.417 -1.170 -0.665
C -0.495 0.855 -0.742
C -1.330 0.420 -1.519
C 0.167 0.288 0.440
C 0.473 -1.346 0.358
H 0.087 0.600 1.411
H 1.993 -1.912 -1.153
H -0.011 1.971 -1.131
*
```

Summary:
HOMO energy = -0.30870 Eh
Kohn-Sham gap = 8.372 eV

What are the Löwdin partial charges on each atom? They are as follows, in elementary charge units: 0.91, 0.09, 0.18, -0.30, -0.24, -0.24, -0.33, -0.49, 0.07, 0.14, 0.20



--- B ---
Density functional theory data (ωB97M-V/def2-TZVPD) for the molecule C4H3NO2S.

```
! wB97M-V def2-TZVPD RIJCOSX def2/J DEFGRID3
* xyz 0 1
S 2.373 1.762 0.238
O -1.056 -0.037 -0.833
O -2.962 -1.437 -0.354
N -0.854 -1.772 0.681
C 0.915 1.124 -0.552
C -1.774 -1.221 -0.221
C 0.093 0.190 -0.115
C 0.124 -0.982 0.816
H 2.298 1.044 1.438
H 0.862 -1.262 1.503
H 0.836 1.541 -1.594
*
```

Summary:
HOMO energy = -0.33258 Eh
Kohn-Sham gap = 8.033 eV
SMILES = O=C1N=C/C(=C\S)O1

What are the Löwdin partial charges on each atom? They are as follows, in elementary charge units: 0.75, 0.03, 0.14, 0.16, -0.42, -0.38, -0.35, -0.03, -0.10, 0.11, 0.11



The most stable arrangement is B, and the next structure is 0.0908 hartree less stable.



--- A ---
Density functional theory data (ωB97M-V/def2-TZVPD) for a cluster of 2 separate species, C3H6NO4 in total.

```
! wB97M-V def2-TZVPD RIJCOSX def2/J DEFGRID3
* xyz -1 1
O 2.193 -0.578 0.866
O -2.006 -0.521 -0.303
O -0.739 0.023 -2.093
O -2.465 -0.449 2.432
N 0.262 -0.912 -0.235
C 1.692 1.000 -0.830
C -0.933 -0.413 -0.953
C 1.398 -0.211 0.003
H 2.457 0.787 -1.588
H 0.824 1.339 -1.377
H 0.096 -1.624 0.475
H -2.819 0.435 2.285
H -2.092 -0.636 1.531
H 2.133 1.761 -0.212
*
```

Summary:
HOMO energy = -0.19127 Eh
Kohn-Sham gap = 9.151 eV

What are the Löwdin partial charges on each atom? They are as follows, in elementary charge units: -0.01, -0.06, -0.03, -0.12, 0.15, -0.01, -0.71, -0.55, 0.09, 0.05, 0.14, 0.01, -0.01, 0.07



--- B ---
Density functional theory data (ωB97M-V/def2-TZVPD) for the ion C3H6NO4 with charge -1.

```
! wB97M-V def2-TZVPD RIJCOSX def2/J DEFGRID3
* xyz -1 1
O -1.654 -1.386 0.524
O -0.923 -1.639 -0.644
O -1.258 1.132 0.964
O 0.206 2.683 0.282
N 0.402 -0.692 -0.716
C 0.032 0.674 -1.006
C 1.120 -0.900 0.512
C -0.370 1.598 0.207
H -0.804 0.652 -1.708
H 1.232 -1.975 0.661
H -1.618 -0.358 0.664
H 2.103 -0.441 0.387
H 0.900 1.112 -1.516
H 0.632 -0.461 1.390
*
```

Summary:
HOMO energy = -0.16670 Eh
Kohn-Sham gap = 8.657 eV
SMILES = CN(CC(=O)[O-])OO

What are the Löwdin partial charges on each atom? They are as follows, in elementary charge units: -0.14, -0.18, -0.06, -0.04, -0.13, -0.14, -0.12, -0.71, 0.12, 0.08, 0.04, 0.09, 0.11, 0.08



The most stable arrangement is A, and the next structure is 0.2073 hartree less stable.



--- A ---
Density functional theory data (ωB97M-V/def2-TZVPD) for a cluster of 2 separate species, C4H9O3 in total.

```
! wB97M-V def2-TZVPD RIJCOSX def2/J DEFGRID3
* xyz -1 1
O 1.810 -0.471 -1.234
O -3.005 -0.549 1.005
O 0.532 -2.575 -1.184
C 1.491 0.660 -0.502
C -2.152 0.311 1.008
C -0.970 0.222 0.127
C 0.408 0.704 0.660
H -1.307 0.997 -0.632
H 0.856 -1.556 -1.374
H 0.711 0.165 1.565
H 0.619 -2.691 -0.227
H 0.348 1.761 0.994
H 1.084 1.398 -1.242
H -2.145 1.217 1.657
H -0.708 -0.626 -0.532
H 2.428 1.033 -0.089
*
```

Summary:
HOMO energy = -0.12777 Eh
Kohn-Sham gap = 7.151 eV

What are the Löwdin partial charges on each atom? They are as follows, in elementary charge units: -0.33, 0.02, -0.23, -0.43, -0.30, -0.19, -0.20, 0.14, -0.02, 0.09, -0.01, 0.09, 0.09, 0.12, 0.10, 0.07



--- B ---
Density functional theory data (ωB97M-V/def2-TZVPD) for a cluster of 2 separate species, C4H9O3 in total.

```
! wB97M-V def2-TZVPD RIJCOSX def2/J DEFGRID3
* xyz -1 1
O 0.328 -1.387 0.993
O -0.748 1.436 -0.550
O -0.526 -1.226 -1.089
C -1.127 -3.096 0.291
C -0.376 -1.770 0.042
C 1.075 2.581 0.512
C 0.617 1.837 -0.728
H 0.632 2.416 -1.653
H 0.682 3.598 0.615
H 0.678 1.994 1.340
H -1.691 -3.488 -0.548
H -0.372 -3.823 0.597
H -0.751 0.473 -0.774
H 2.165 2.538 0.621
H -1.776 -3.000 1.173
H 1.189 0.917 -0.841
*
```

Summary:
HOMO energy = -0.16495 Eh
Kohn-Sham gap = 8.727 eV

What are the Löwdin partial charges on each atom? They are as follows, in elementary charge units: -0.07, -0.14, -0.10, -0.06, -0.76, -0.11, -0.34, 0.09, 0.06, 0.07, 0.05, 0.05, 0.02, 0.06, 0.06, 0.10



--- C ---
Density functional theory data (ωB97M-V/def2-TZVPD) for a cluster of 2 separate species, C4H9O3 in total.

```
! wB97M-V def2-TZVPD RIJCOSX def2/J DEFGRID3
* xyz -1 1
O 1.643 0.964 0.270
O -0.170 0.674 -1.072
O -1.036 -1.709 -0.939
C -0.423 -2.349 0.193
C -0.491 -1.435 1.389
C 0.536 1.283 -0.249
C 0.171 2.733 0.121
H -1.124 -0.628 1.071
H 0.495 -1.055 1.673
H -0.879 2.864 0.354
H -0.630 -2.006 2.333
H -1.124 -3.196 0.347
H 0.754 2.926 1.023
H 0.487 3.469 -0.684
H 0.635 -2.593 -0.260
H -0.487 -0.844 -1.079
*
```

Summary:
HOMO energy = -0.16472 Eh
Kohn-Sham gap = 8.712 eV

What are the Löwdin partial charges on each atom? They are as follows, in elementary charge units: -0.10, -0.06, -0.20, -0.35, -0.12, -0.75, -0.05, 0.07, 0.06, 0.05, 0.07, 0.09, 0.05, 0.08, 0.14, 0.03



The most stable arrangement is B, and the next structure is 0.0291 hartree less stable.



--- A ---
Density functional theory data (ωB97M-V/def2-TZVPD) for the molecule C3H4NP.

```
! wB97M-V def2-TZVPD RIJCOSX def2/J DEFGRID3
* xyz 0 1
P -0.684 0.903 -0.237
N -0.955 0.576 -3.201
C 0.767 -0.902 1.103
C -0.809 0.606 -2.066
C 0.006 0.399 1.198
H 0.245 -1.687 1.656
H 0.923 -1.275 0.085
H 1.749 -0.786 1.566
H -1.242 2.166 -0.104
*
```

Summary:
HOMO energy = -0.35383 Eh
Kohn-Sham gap = 9.011 eV
SMILES = CC#[PH]C#N

What are the Löwdin partial charges on each atom? They are as follows, in elementary charge units: 0.84, 0.07, -0.27, -0.43, -0.35, 0.07, 0.05, 0.07, -0.04



--- B ---
Density functional theory data (ωB97M-V/def2-TZVPD) for the molecule C3H4NP.

```
! wB97M-V def2-TZVPD RIJCOSX def2/J DEFGRID3
* xyz 0 1
P -1.646 2.344 -1.643
N 1.066 0.088 0.510
C 0.912 -1.274 0.913
C 0.214 0.750 -0.081
C -0.507 1.609 -0.695
H -2.603 1.251 -2.042
H -0.153 -1.371 0.951
H 1.350 -1.930 0.164
H 1.366 -1.468 1.922
*
```

Summary:
HOMO energy = -0.31727 Eh
Kohn-Sham gap = 7.584 eV
SMILES = CN=C=C=P

What are the Löwdin partial charges on each atom? They are as follows, in elementary charge units: 0.75, 0.01, -0.11, -0.25, -0.51, -0.13, 0.07, 0.08, 0.09



The most stable arrangement is B, and the next structure is 0.0329 hartree less stable.



--- A ---
Density functional theory data (ωB97M-V/def2-TZVPD) for the molecule C5H8ClNS.

```
! wB97M-V def2-TZVPD RIJCOSX def2/J DEFGRID3
* xyz 0 1
Cl -0.294 2.186 -0.226
S 2.315 -0.665 -0.214
N -1.278 -1.534 0.836
C -1.422 -0.674 -1.170
C 0.507 0.866 0.957
C -0.250 -1.346 -0.288
C 0.780 -0.481 0.195
C -2.118 -0.467 0.204
H -2.026 -1.493 -1.683
H -1.766 0.659 0.624
H 1.380 1.376 1.197
H -1.300 0.034 -1.921
H -0.068 -2.341 -0.528
H -3.260 -0.736 0.631
H 0.035 0.654 1.961
H -1.077 -1.343 1.748
*
```

Summary:
HOMO energy = -0.32610 Eh
Kohn-Sham gap = 8.027 eV
SMILES = S=C(CCl)[C@@H]1CCN1

What are the Löwdin partial charges on each atom? They are as follows, in elementary charge units: 0.49, 0.81, -0.03, -0.10, -0.45, -0.34, -0.80, -0.25, 0.12, 0.06, 0.00, 0.06, 0.11, 0.15, 0.10, 0.04



--- B ---
Density functional theory data (ωB97M-V/def2-TZVPD) for the molecule C5H8ClNS.

```
! wB97M-V def2-TZVPD RIJCOSX def2/J DEFGRID3
* xyz 0 1
Cl -2.917 0.240 -1.659
S -2.423 -0.514 1.200
N -0.164 2.063 -0.816
C 1.398 -0.354 -0.339
C -2.382 0.755 -0.036
C -0.622 1.097 -0.209
C 0.129 -0.002 0.453
C -0.815 -1.188 0.655
H 1.493 -1.430 -0.459
H -2.938 1.639 0.258
H 0.401 0.371 1.447
H 1.362 0.109 -1.320
H 2.283 0.011 0.173
H -0.981 -1.731 -0.276
H -0.800 2.737 -1.219
H -0.458 -1.872 1.421
*
```

Summary:
HOMO energy = -0.32994 Eh
Kohn-Sham gap = 9.707 eV
SMILES = [H]/N=C1/[C@H](C)CS[C@@H]1Cl

What are the Löwdin partial charges on each atom? They are as follows, in elementary charge units: 0.53, 0.83, 0.16, -0.05, -0.92, -0.36, -0.40, -0.44, 0.07, 0.04, 0.15, 0.07, 0.08, 0.08, 0.07, 0.08



The most stable arrangement is B, and the next structure is 0.1234 hartree less stable.



--- A ---
Density functional theory data (ωB97M-V/def2-TZVPD) for the molecule CH2N2OS.

```
! wB97M-V def2-TZVPD RIJCOSX def2/J DEFGRID3
* xyz 0 1
S -0.257 -0.414 -0.131
O -0.381 -1.419 0.876
N 2.421 0.954 0.292
N -1.010 0.907 -0.014
C 1.380 0.248 -0.059
H -1.834 0.904 0.485
H -0.320 -1.179 -1.450
*
```

Summary:
HOMO energy = -0.40211 Eh
Kohn-Sham gap = 10.413 eV
SMILES = N#C[S@H](=N)=O

What are the Löwdin partial charges on each atom? They are as follows, in elementary charge units: 0.61, -0.37, 0.11, -0.21, -0.25, -0.01, 0.12



--- B ---
Density functional theory data (ωB97M-V/def2-TZVPD) for the molecule CH2N2OS.

```
! wB97M-V def2-TZVPD RIJCOSX def2/J DEFGRID3
* xyz 0 1
S 0.094 -0.503 -0.139
O -0.511 -1.769 0.220
N 0.584 1.416 1.926
N -0.443 0.544 -1.265
C 0.130 0.610 1.243
H 1.417 -0.430 -0.376
H -1.271 0.132 -1.610
*
```

Summary:
HOMO energy = -0.38041 Eh
Kohn-Sham gap = 9.830 eV
SMILES = N#C[S@H](=N)=O

What are the Löwdin partial charges on each atom? They are as follows, in elementary charge units: 0.74, -0.35, 0.13, -0.24, -0.32, 0.07, -0.03



The most stable arrangement is B, and the next structure is 0.0387 hartree less stable.